Arrangement one

{"formula": "C2H6NOS", "method": "ωB97M-V/def2-TZVPD", "lumo_energy_ev": [-5.15, -5.15], "charge": 1, "homo_energy_ev": [-14.969, -14.969], "symbols": ["C", "C", "N", "O", "S", "H", "H", "H", "H", "H", "H"], "positions_angstrom": [[-0.6181, 0.6781, 0.4205], [0.0336, -1.3452, -0.7940], [0.2705, -0.1264, -0.0558], [1.5226, 0.3764, -0.2636], [-0.2152, 2.4777, 0.8286], [-1.6822, 0.4305, 0.6513], [0.3499, -2.1236, -0.2641], [0.5083, -1.4005, -1.7121], [-1.0706, -1.6354, -0.9761], [2.1655, 0.0786, 0.4100], [-1.2643, 2.5898, 1.7552]], "lowdin_charge": [-0.26, 0.04, -0.22, 0.04, 0.84, 0.13, 0.06, 0.10, 0.16, 0.17, -0.07]}

Arrangement two

{"formula": "C2H6NOS", "method": "ωB97M-V/def2-TZVPD", "lumo_energy_ev": [-7.36, -7.36], "charge": 1, "homo_energy_ev": [-15.015, -15.015], "symbols": ["C", "C", "N", "O", "S", "H", "H", "H", "H", "H", "H"], "positions_angstrom": [[0.9132, 0.8821, 0.3874], [-0.8888, -0.2340, -0.6183], [0.0004, 0.0033, 0.4552], [-0.2753, -0.8071, 1.4551], [-0.2404, -0.6691, 4.3954], [0.9592, 1.4712, -0.4867], [-1.4423, 0.6742, -0.9056], [-1.6527, -0.9761, -0.2986], [-0.2237, -0.6875, -1.2885], [0.0731, -0.6151, 2.4623], [1.5055, 0.8864, 1.3952]], "lowdin_charge": [0.20, 0.03, -0.28, -0.04, 0.49, 0.12, 0.14, 0.14, 0.11, -0.07, 0.17]}

Arrangement three

{"formula": "C2H6NOS", "method": "ωB97M-V/def2-TZVPD", "lumo_energy_ev": [-5.66, -4.67], "charge": 1, "homo_energy_ev": [-12.655, -12.825], "symbols": ["C", "C", "N", "O", "S", "H", "H", "H", "H", "H", "H"], "positions_angstrom": [[1.1914, -2.4425, -1.3505], [-0.5864, 0.2288, -0.5580], [-0.0812, 0.9158, 0.6638], [2.2031, -3.7216, -2.8728], [1.2130, -2.6580, -2.9502], [1.2057, -3.2245, -0.5455], [-1.5765, -0.2246, -0.3673], [-0.3772, 0.6953, -1.4481], [0.3322, 0.1825, 1.3214], [-0.7540, 1.4946, 1.0904], [0.7455, 1.4796, 0.4629]], "lowdin_charge": [-0.26, 0.10, 0.15, -0.53, 0.85, 0.03, 0.10, 0.05, 0.21, 0.14, 0.17]}

Relative energies in eV: arrangement one 0.000; arrangement two 2.888; arrangement three 4.118

Arrangement one

{"formula": "C3H5NO3", "method": "ωB97M-V/def2-TZVPD", "multiplicity": 3, "lumo_energy_ev": [0.43, -1.78], "charge": 0, "homo_energy_ev": [-5.176, -9.810], "symbols": ["C", "C", "C", "N", "O", "O", "O", "H", "H", "H", "H", "H"], "positions_angstrom": [[0.2183, 1.3885, 0.2006], [-0.0502, 0.1289, -0.1697], [-0.0715, -1.1274, 0.8438], [-0.6162, -2.1884, 0.2686], [0.4326, -1.0659, 1.9278], [0.4589, 2.4943, -0.5988], [-0.2940, -0.0623, -1.5217], [0.4054, 1.5577, 1.1893], [-0.7781, -1.9484, -0.7270], [-0.8624, -3.0504, 0.7542], [1.1796, 3.0951, -0.3472], [-0.0223, 0.7783, -1.8197]], "lowdin_charge": [-0.12, -0.17, -0.54, 0.15, 0.05, 0.02, 0.09, 0.09, 0.11, 0.13, 0.11, 0.07]}

Arrangement two

{"formula": "C3H5NO3", "method": "ωB97M-V/def2-TZVPD", "multiplicity": 3, "lumo_energy_ev": [0.69, -1.88], "charge": 0, "homo_energy_ev": [-7.050, -10.032], "symbols": ["C", "C", "C", "N", "O", "O", "O", "H", "H", "H", "H", "H"], "positions_angstrom": [[3.5418, -0.3284, 0.3250], [-2.0706, -2.1761, -0.0239], [-0.8839, -1.6722, 0.7202], [-0.6169, 1.4169, -1.2962], [4.3740, -0.3751, -0.4700], [2.7146, -0.2557, 1.1150], [-0.7747, -1.8929, -0.5144], [-2.4772, -3.3055, -0.0126], [-2.7424, -1.3676, -0.3461], [-0.2523, 1.9432, -1.9581], [-1.5326, 1.8284, -1.0521], [-0.8115, 0.4151, -1.6706]], "lowdin_charge": [-0.43, -0.13, -0.04, 0.03, 0.21, 0.22, -0.07, 0.15, 0.09, -0.08, 0.02, 0.05]}

Relative energies in eV: arrangement one 0.000; arrangement two 1.577

Arrangement one

{"formula": "H2", "method": "ωB97M-V/def2-TZVPD", "lumo_energy_ev": 2.19, "charge": 0, "homo_energy_ev": -13.654, "symbols": ["H", "H"], "positions_angstrom": [[-0.1925, 0.1971, 0.3498], [0.1925, -0.1971, -0.3498]], "lowdin_charge": [0.00, 0.00]}

Arrangement two

{"formula": "H2", "method": "ωB97M-V/def2-TZVPD", "lumo_energy_ev": 2.58, "charge": 0, "homo_energy_ev": -14.460, "symbols": ["H", "H"], "positions_angstrom": [[-0.3381, 0.1556, 0.0186], [0.3381, -0.1556, -0.0186]], "lowdin_charge": [0.00, 0.00]}

Relative energies in eV: arrangement one 0.304; arrangement two 0.000

Arrangement one

{"formula": "CH6S3", "method": "ωB97M-V/def2-TZVPD", "lumo_energy_ev": -4.56, "charge": 0, "homo_energy_ev": -8.476, "symbols": ["C", "S", "H", "H", "H", "H", "S", "S", "H", "H"], "positions_angstrom": [[-0.2209, -0.7682, -0.5098], [-1.3027, 0.2698, -1.3694], [0.6115, -0.1656, -0.0631], [-0.6762, -1.3860, 0.2487], [0.3261, -1.4015, -1.2392], [-0.8714, 1.8178, -0.2622], [1.7734, -2.1014, 0.8451], [-0.6932, 2.8239, 0.6465], [2.5113, -2.7497, 1.7729], [-1.4579, 3.6609, -0.0694]], "lowdin_charge": [-0.78, 0.72, 0.00, -0.01, 0.03, -0.38, 0.42, 0.50, -0.29, -0.20]}

Arrangement two

{"formula": "CH6S3", "method": "ωB97M-V/def2-TZVPD", "lumo_energy_ev": 0.25, "charge": 0, "homo_energy_ev": -9.077, "symbols": ["C", "S", "H", "H", "H", "H", "S", "S", "H", "H"], "positions_angstrom": [[0.1926, 1.3514, 0.7574], [-0.5627, 2.1048, 2.3115], [0.9044, 0.6509, 1.1724], [0.7388, 2.0573, 0.1347], [-0.6838, 1.0756, 0.1862], [-1.0228, 3.1746, 1.6516], [-0.9168, -2.6871, -1.2232], [1.1528, -2.7907, -1.1015], [-1.0153, -1.4024, -1.6541], [1.2128, -3.5343, -2.2351]], "lowdin_charge": [-0.44, 0.58, 0.01, 0.02, 0.00, -0.18, 0.20, 0.21, -0.21, -0.20]}

Relative energies in eV: arrangement one 4.635; arrangement two 0.000

Arrangement one

{"formula": "C3H14O3S", "method": "ωB97M-V/def2-TZVPD", "lumo_energy_ev": 0.42, "charge": 0, "homo_energy_ev": -9.228, "symbols": ["C", "C", "C", "S", "H", "H", "H", "H", "H", "H", "H", "H", "O", "H", "H", "O", "H", "H", "O", "H", "H"], "positions_angstrom": [[-1.9922, 1.1148, 0.0610], [-1.2058, 1.3638, 1.3575], [-0.4163, 0.1230, 1.7712], [0.9580, 0.5849, 2.8750], [-3.0238, 1.4630, 0.1754], [-1.5842, 1.6470, -0.8006], [-2.0794, 0.0347, -0.0870], [-1.8700, 1.6569, 2.1684], [-0.4571, 2.1523, 1.2127], [-1.0532, -0.6384, 2.2081], [0.0103, -0.3354, 0.8783], [1.1577, -0.6354, 3.3858], [2.0567, -2.0731, -0.2089], [2.0246, -1.2740, -0.7772], [1.4591, -1.9442, 0.5385], [0.2784, -1.7156, -2.9649], [0.3923, -2.1156, -3.8320], [-0.6810, -1.6083, -2.8664], [2.2686, 0.5631, -1.8852], [1.3263, 0.4247, -2.0145], [2.4309, 1.2117, -1.1951]], "lowdin_charge": [-0.11, -0.33, -0.60, 0.70, 0.07, 0.07, 0.07, 0.10, 0.09, 0.08, 0.04, -0.15, -0.08, 0.00, 0.01, -0.05, 0.04, 0.04, -0.05, 0.02, 0.05]}

Arrangement two

{"formula": "C3H14O3S", "method": "ωB97M-V/def2-TZVPD", "lumo_energy_ev": 0.62, "charge": 0, "homo_energy_ev": -8.904, "symbols": ["C", "C", "C", "S", "H", "H", "H", "H", "H", "H", "H", "H", "O", "H", "H", "O", "H", "H", "O", "H", "H"], "positions_angstrom": [[2.5923, 0.4123, -1.3995], [2.3756, -0.3219, -0.0405], [0.9867, -0.1434, 0.5007], [0.4756, -1.5154, 1.6843], [3.6575, 0.6226, -1.5360], [2.0720, 1.3991, -1.3662], [2.1721, -0.2236, -2.1900], [2.5519, -1.3886, -0.2118], [3.1546, 0.0205, 0.6538], [0.1595, -0.1770, -0.3288], [0.8465, 0.7199, 1.1424], [0.6828, -2.4691, 0.7410], [-2.7956, -0.0414, 0.5246], [-2.6479, 0.8284, 0.9278], [-2.7436, -0.6010, 1.3102], [-1.7769, 0.0918, -2.0934], [-2.5225, 0.2735, -2.6747], [-2.2076, -0.0262, -1.2241], [-1.2358, 2.5133, -0.2986], [-0.9565, 1.9704, -1.0535], [-1.1695, 3.4003, -0.6737]], "lowdin_charge": [-0.11, -0.35, -0.56, 0.64, 0.06, 0.07, 0.07, 0.08, 0.11, 0.08, 0.05, -0.14, -0.06, 0.05, 0.05, -0.08, 0.04, -0.01, -0.07, 0.01, 0.04]}

Relative energies in eV: arrangement one 0.340; arrangement two 0.000

Arrangement one

{"formula": "C2H15NO4", "method": "ωB97M-V/def2-TZVPD", "lumo_energy_ev": 0.45, "charge": 0, "homo_energy_ev": -9.335, "symbols": ["C", "N", "C", "H", "H", "H", "H", "H", "H", "H", "O", "H", "H", "O", "H", "H", "O", "H", "H", "O", "H", "H"], "positions_angstrom": [[-1.2734, 1.5995, 1.9846], [-0.3145, 1.0000, 1.0482], [1.0588, 1.4733, 1.3418], [-1.2685, 1.0389, 2.9187], [-1.0050, 2.6366, 2.2133], [-2.2653, 1.5132, 1.5426], [-0.4666, 1.3030, 0.0911], [1.1759, 2.4700, 0.9192], [1.7622, 0.7316, 0.9530], [1.2921, 1.4223, 2.4071], [-0.1935, 1.7990, -2.0509], [0.5293, 1.2989, -2.4433], [-0.9966, 1.2924, -2.1951], [-0.3330, -2.1391, -3.5221], [-0.3667, -1.9659, -2.5672], [-0.8176, -2.9409, -3.7101], [1.0585, -3.4701, 0.9149], [1.9600, -3.2711, 0.6476], [0.6728, -2.6907, 1.3219], [-0.0742, -1.1791, -0.9536], [-0.6368, -0.4742, -0.6190], [0.5024, -1.4474, -0.2427]], "lowdin_charge": [-0.14, -0.20, -0.13, 0.07, 0.07, 0.08, 0.04, 0.08, 0.07, 0.08, -0.05, 0.05, 0.04, -0.08, -0.02, 0.02, -0.04, 0.04, 0.02, -0.05, 0.02, 0.01]}

Arrangement two

{"formula": "C2H15NO4", "method": "ωB97M-V/def2-TZVPD", "lumo_energy_ev": 0.50, "charge": 0, "homo_energy_ev": -9.795, "symbols": ["C", "C", "N", "H", "H", "H", "H", "H", "H", "H", "O", "H", "H", "O", "H", "H", "O", "H", "H", "O", "H", "H"], "positions_angstrom": [[1.3353, 0.7279, 0.5301], [0.3526, 1.7968, 0.0594], [-0.7697, 1.0916, -0.6834], [0.9004, 0.1234, 1.3802], [1.5791, 0.0993, -0.2987], [2.2748, 1.2544, 0.7801], [-0.1041, 2.3671, 0.8545], [0.7996, 2.5006, -0.7424], [-1.4288, 1.7295, -1.0668], [-0.4534, 0.6011, -1.4505], [-2.4302, 2.9221, 1.3224], [-2.0208, 2.1251, 1.0372], [-3.2575, 3.1148, 0.8624], [0.8686, -3.4388, 1.3013], [0.2216, -2.7845, 0.9888], [0.3452, -4.2290, 1.1434], [1.9465, -1.7779, -2.0244], [2.1590, -1.7047, -2.9530], [1.9148, -2.7123, -1.8241], [-1.6087, -1.6327, 0.3372], [-1.6540, -0.7893, 0.8015], [-0.9703, -1.3845, -0.3553]], "lowdin_charge": [-0.10, -0.29, -0.02, 0.09, 0.03, 0.08, 0.07, 0.13, 0.05, 0.03, -0.05, -0.03, 0.05, -0.07, 0.00, 0.03, -0.05, 0.03, 0.03, -0.07, 0.02, 0.02]}

Arrangement three

{"formula": "C2H15NO4", "method": "ωB97M-V/def2-TZVPD", "lumo_energy_ev": 0.57, "charge": 0, "homo_energy_ev": -10.339, "symbols": ["C", "C", "N", "H", "H", "H", "H", "H", "H", "H", "O", "H", "H", "O", "H", "H", "O", "H", "H", "O", "H", "H"], "positions_angstrom": [[3.0748, -1.7436, 0.7449], [1.5647, -2.0399, 0.9093], [0.7858, -1.1875, -0.0216], [3.3759, -2.3921, -0.0841], [3.5913, -2.1271, 1.6178], [3.3941, -0.7219, 0.5650], [1.2705, -1.7938, 1.9259], [1.4312, -3.0810, 0.6372], [-0.0900, -1.5921, -0.3433], [1.2787, -1.2741, -0.9176], [-2.7358, 2.8332, 1.3925], [-1.8056, 2.5998, 1.2476], [-3.2945, 2.1003, 1.6677], [-1.7482, 2.5000, -1.6742], [-1.0050, 2.2272, -1.0985], [-2.4378, 2.7205, -1.0669], [-2.4326, -0.3747, -1.6178], [-2.0657, -0.8451, -2.3805], [-2.9696, 0.3840, -1.8256], [0.0218, 1.5577, 0.2160], [0.8844, 1.6441, -0.1727], [-0.0884, 0.6060, 0.2790]], "lowdin_charge": [-0.10, -0.30, -0.03, 0.07, 0.06, 0.07, 0.10, 0.10, 0.07, 0.08, -0.06, 0.02, 0.04, -0.08, -0.01, 0.00, -0.07, 0.04, 0.02, -0.06, 0.05, 0.01]}

Relative energies in eV: arrangement one 0.411; arrangement two 0.283; arrangement three 0.000